C3H7N2O | wB97M-V/def2-TZVPD

Each atom is followed by the atoms it is bonded to, with distances in Å.
Cartesian coordinates (Å):
1 C 0.18085 -1.50578 -0.48996  C3 1.453, N4 1.280, O6 1.227
2 C 0.25390 2.58743 1.15341  N5 1.297, H7 1.123, H8 1.158
3 C -1.25833 -1.70455 -0.47717  C1 1.453, N4 1.467, H9 1.087, H10 1.050
4 N -0.22902 -2.59107 -1.03017  C1 1.280, C3 1.467, H11 0.980
5 N 1.09444 1.82730 0.52294  C2 1.297, H12 1.079, H13 1.095
6 O 1.11839 -0.79083 -0.15023  C1 1.227
7 H 0.32431 3.68396 1.38730  C2 1.123
8 H -0.80571 2.17572 1.37145  C2 1.158
9 H -1.85893 -1.08534 -1.13895  C3 1.087
10 H -1.68341 -2.30000 0.27551  C3 1.050
11 H -0.16914 -3.26796 -1.73640  N4 0.980
12 H 2.09278 2.12759 0.24451  N5 1.079
13 H 0.93988 0.84353 0.06777  N5 1.095

Calculated values
Maximum force ... 2.2 eV/A
E ... -8242.6779 eV
HOMO-LUMO gap ... 9.29 eV
Relative energy (zero: lowest compared OMol25 entry of this formula, charge and spin) ... 3.461 eV
2S+1 ... 1
LUMO ... -5.04 eV
Net charge ... +1

C3H7N2O | wB97M-V/def2-TZVPD

Each atom is followed by the atoms it is bonded to, with distances in Å.
Cartesian coordinates (Å):
1 N -1.88096 0.02444 -0.65947  C2 1.350, H7 0.941, H8 1.067
2 C -0.62307 0.14629 -0.18519  N1 1.350, C3 1.539, N5 1.292
3 C 0.30406 1.21378 0.42375  C2 1.539, C4 1.504, H9 1.077, H10 1.094
4 C 1.22170 0.05805 0.71589  C3 1.504, N5 1.519, H11 1.217, H12 1.150
5 N 0.27335 -0.78199 -0.12260  C2 1.292, C4 1.519, O6 1.334
6 O 0.26054 -1.97677 -0.71517  N5 1.334, H13 1.018
7 H -2.42265 0.72296 -0.33667  N1 0.941
8 H -2.24252 -0.95652 -0.87414  N1 1.067
9 H 0.59246 1.85482 -0.39268  C3 1.077
10 H -0.21169 1.82668 1.16871  C3 1.094
11 H 2.38951 0.20034 0.40302  C4 1.217
12 H 1.20760 -0.28855 1.81222  C4 1.150
13 H 1.13167 -2.04354 -1.23766  O6 1.018

Calculated values
Maximum force ... 5.1 eV/A
SMILES ... [NH2+]=C1CCN1O
E ... -8242.6774 eV
HOMO-LUMO gap ... 11.54 eV
Relative energy (zero: lowest compared OMol25 entry of this formula, charge and spin) ... 3.462 eV
2S+1 ... 1
LUMO ... -3.32 eV
Net charge ... +1